# C14H36As4ClIrO4

C14H36As4ClIrO4 as an isolated structure (ωB97M-V/def2-TZVPD, the OMol25 dataset).

Results
energy above the lowest of the compared OMol25 structures with the same formula, charge and spin	0.0797	eV
frontier orbital gap (alpha / beta)	9.581 / 7.533	eV
energy	-10362.19136	Eh
E_HOMO (alpha / beta)	-0.6290 / -0.7060	hartree

Structure (ORCA input):
```
! wB97M-V def2-TZVPD RIJCOSX def2/J DEFGRID3
* xyz 3 6
Ir 0.75104 -0.57701 -1.61581
As 1.91498 -2.21893 -3.11560
As -0.91383 1.65389 4.23339
As 1.53432 0.90619 0.25672
As -1.48761 -1.06445 -0.51966
Cl 0.22702 1.32514 -3.95375
O -0.25198 0.98061 -2.44169
O -0.28115 2.60479 -4.18166
O 1.64547 1.25357 -3.86191
O -0.33301 0.28720 -4.75550
C -2.50617 2.34665 5.06276
C 0.56629 -3.39345 -3.84277
C 2.76472 2.25501 -0.36846
C 2.84511 -1.44325 -4.61076
C 2.35519 0.13749 1.83009
C 3.17754 -3.29905 -2.13904
C -1.69166 -2.42810 0.83578
C 0.00122 2.01366 0.79069
C -1.25610 0.65675 2.56979
C -2.10391 0.65732 0.18323
C -2.81628 -1.43452 -1.86813
C 0.01230 0.51917 5.47763
C -1.35802 1.47102 1.26449
C -2.24058 2.71285 1.49167
H -2.19126 1.27274 -0.71508
H -3.12402 0.46245 0.52779
H -2.20819 0.15297 2.77221
H -0.14231 -2.80728 -4.42575
H 3.72053 1.78872 -0.60000
H -3.21459 2.43392 1.89829
H 3.59465 -0.73501 -4.26735
H -2.68580 -2.34863 1.27605
H -2.97554 3.09814 4.43609
H 3.32253 -2.27441 -5.13260
H -0.65695 -0.30401 5.74091
H 0.24246 1.09792 6.37076
H 1.07074 -4.10468 -4.49927
H 0.06014 -3.93622 -3.04733
H -2.41488 3.24169 0.55473
H 2.68796 -3.80057 -1.30712
H 1.77671 -0.69701 2.22063
H -3.80736 -1.39518 -1.41595
H 2.13008 -0.94756 -5.26195
H -2.73504 -0.69076 -2.65907
H -0.93057 -2.33643 1.60708
H -3.18463 1.50492 5.22503
H 3.34725 -0.22108 1.55987
H -1.59652 -3.40367 0.36145
H 2.35937 2.72109 -1.26507
H 2.46157 0.91990 2.58229
H 0.92769 0.13306 5.03562
H -1.75966 3.42266 2.16926
H -2.22286 2.77709 6.02225
H 3.57537 -4.04636 -2.82718
H 3.99397 -2.67513 -1.78099
H -2.64624 -2.42897 -2.27706
H -0.48142 -0.11185 2.53239
H 2.90250 3.00185 0.41343
H 0.41645 2.68393 1.55140
H -0.16702 2.62917 -0.09730
*
```